Computed, not measured: one molecule with the formula C3H4N2O2, with wB97M-V/def2-TZVPD.

The geometry in XYZ format:
```
11
Properties=species:S:1:pos:R:3:forces:R:3:mulliken_charge:R:1
N 1.61157 -0.28347 0.72629 1.0 0.6 -0.8 -0.474
C 0.38342 -0.21003 0.04745 0.2 0.1 0.3 0.250
C -0.57244 -0.71134 0.79830 0.9 0.2 -0.2 -0.319
O -1.81838 -0.32673 0.30646 0.3 -0.1 0.3 -0.328
C -1.56842 0.47472 -0.81612 -0.1 0.0 -0.2 0.449
O -2.41681 0.92582 -1.53725 0.4 -0.4 0.6 -0.540
N -0.18806 0.61860 -0.92854 0.0 -0.2 -0.2 -0.127
H 2.36431 -0.83255 0.36268 0.3 0.2 -0.4 0.218
H 1.87323 0.54414 1.23649 0.3 0.0 -0.2 0.208
H 0.14702 -1.01353 1.64901 -3.3 -0.6 0.5 0.401
H 0.18457 0.81436 -1.84477 0.0 0.1 0.1 0.262
```
Positions in Å, forces in eV/Å.

Calculated values
SMILES	Nc1coc(=O)[nH]1
orbital gap	9.42	eV
DFT total energy	-376.648853	Ha

Computed, not measured: one molecule with the formula C3H4N2O2S, with wB97M-V/def2-TZVPD.

The geometry in XYZ format:
```
12
Properties=species:S:1:pos:R:3:forces:R:3:mulliken_charge:R:1
H 1.60171 -2.46049 0.39167 -0.7 -2.8 0.6 0.247
N 1.95397 -1.58245 0.21150 -4.1 5.7 -1.7 -0.685
C 0.81545 -0.79904 0.02831 4.9 -3.8 1.3 0.600
N 1.01880 0.51501 -0.32443 -4.9 -3.2 1.4 -0.152
C 0.27646 1.49240 0.19991 -0.6 3.2 0.2 0.053
O -0.66730 1.43418 0.99004 2.3 0.7 -1.8 -0.504
S -0.75158 -1.45631 0.49442 -0.8 -0.3 -0.4 -0.121
C -2.09573 -0.40888 -0.25968 1.5 3.2 -0.4 0.225
O -3.26094 -0.52516 -0.05182 1.1 -0.6 -0.3 -0.389
H 1.87918 0.79638 -0.51416 4.8 0.9 -1.5 0.265
H 0.80400 2.38671 -0.39959 -1.9 -0.2 2.0 0.235
H -1.57401 0.60765 -0.76617 -1.7 -2.9 0.6 0.226
```
Positions in Å, forces in eV/Å.

Calculated values
SMILES	[H]/N=C(/NC=O)SC=O
orbital gap	9.49	eV
DFT total energy	-774.815540	Ha

Computed, not measured: one molecule with the formula C3H4N2O2S, with wB97M-V/def2-TZVPD.

The geometry in XYZ format:
```
12
Properties=species:S:1:pos:R:3:forces:R:3:mulliken_charge:R:1
C 0.05994 -0.10242 -0.07930 -0.2 0.1 -0.6 -0.298
C 1.13184 1.96813 0.10118 1.1 0.0 0.7 0.587
C -1.13618 -2.11993 -0.41271 2.3 -1.2 2.1 -0.625
N 1.19585 1.66876 2.82580 -0.2 0.3 1.0 -0.325
N 0.33483 1.14530 -0.62726 -2.2 -1.8 -1.3 -0.006
O 1.41443 3.08672 -0.22356 -0.1 -0.4 0.5 -0.518
O -0.75384 -0.86139 -0.78920 1.8 4.3 -0.6 -0.250
S 1.62520 0.90723 1.66302 0.8 0.5 -0.3 0.208
H -1.32385 -2.54991 -1.31129 -0.4 -2.0 -2.5 0.292
H -2.02815 -2.04455 0.06824 -2.6 0.1 1.7 0.334
H -0.42833 -2.71011 0.23005 -0.3 0.8 -0.8 0.312
H -0.09174 1.61217 -1.44496 0.0 -0.7 0.1 0.290
```
Positions in Å, forces in eV/Å.

Calculated values
orbital gap	8.15	eV
DFT total energy	-774.722014	Ha

Computed, not measured: one molecule with the formula C3H4N2O2S, with wB97M-V/def2-TZVPD.

The geometry in XYZ format:
```
12
Properties=species:S:1:pos:R:3:forces:R:3:mulliken_charge:R:1
H 0.17732 -1.73904 1.64250 -1.3 1.0 0.6 0.367
N 0.82689 -2.17790 1.06864 2.1 -1.8 -1.1 -0.668
C 1.07743 -1.74375 -0.07773 -0.7 0.7 1.0 0.474
N 1.95899 -2.37515 -0.94075 2.0 0.0 0.2 -0.540
O 0.47751 -0.58598 -0.63332 1.1 -0.4 -0.7 -0.306
C -0.27168 0.21102 0.14121 -0.7 0.4 -0.3 0.841
O -0.75504 -0.09909 1.18705 -0.1 0.6 0.2 -0.559
C -0.54046 1.53583 -0.58597 1.0 -0.9 -2.3 -0.280
S -1.50591 2.64139 -0.02255 -0.5 0.7 0.5 -0.154
H 2.50312 -3.00689 -0.30590 -0.8 0.5 -1.1 0.319
H 2.66305 -1.81084 -1.49250 -1.6 -0.5 0.9 0.263
H -0.12145 1.62784 -1.67335 -0.5 -0.4 2.1 0.243
```
Positions in Å, forces in eV/Å.

Calculated values
SMILES	[H]/N=C(/N)OC(=O)C=S
orbital gap	8.06	eV
DFT total energy	-774.861017	Ha

Computed, not measured: one molecule with the formula C3H4N2O3, with wB97M-V/def2-TZVPD.

The geometry in XYZ format:
```
12
Properties=species:S:1:pos:R:3:forces:R:3:mulliken_charge:R:1
O -2.66835 -0.35100 -0.38473 -0.6 -0.5 -0.1 -0.346
N -1.75509 0.63790 -0.16191 -1.3 1.0 0.2 -0.382
C -0.58943 0.31792 0.12439 0.3 -0.6 -0.6 0.663
C 0.52483 1.28804 0.23540 -0.6 -1.3 -1.5 -0.268
O 1.54807 0.77194 -0.60437 0.8 1.0 0.1 -0.224
N 2.01499 -0.48876 -0.26866 0.2 0.5 -0.4 -0.291
C 1.09757 -1.29840 -0.01076 -1.1 0.3 0.4 -0.062
O -0.26455 -1.00696 0.07635 1.9 -1.3 0.3 -0.442
H -2.35882 -1.23692 -0.10942 0.4 0.5 -0.1 0.355
H 0.21177 2.17485 -0.24783 -0.3 1.0 -0.3 0.342
H 0.79523 1.48376 1.22705 0.9 0.1 1.5 0.228
H 1.44378 -2.29238 0.12450 -0.6 -0.9 0.4 0.427
```
Positions in Å, forces in eV/Å.

Calculated values
SMILES	O/N=C1/CON=CO1
orbital gap	10.32	eV
DFT total energy	-451.798936	Ha

Computed, not measured: one molecule with the formula C3H4N2O3, with wB97M-V/def2-TZVPD.

The geometry in XYZ format:
```
12
Properties=species:S:1:pos:R:3:forces:R:3:mulliken_charge:R:1
C -1.85131 -0.68407 0.10145 -5.1 5.0 2.5 -0.494
O -0.98851 0.19109 -0.72031 -6.0 -0.4 -1.6 -0.303
N -0.06631 0.39765 0.10514 5.2 -1.6 1.5 0.322
C 0.78698 1.43174 0.01357 3.3 -3.7 -1.3 -0.048
N 2.02809 0.95558 -0.05570 -1.1 10.4 1.4 -0.468
C 2.12202 -0.28419 0.03079 0.4 -7.5 -3.2 0.604
O 3.08463 -0.98283 -0.24030 -1.4 0.4 1.6 -0.534
O 0.78004 -0.79764 -0.07854 0.7 0.5 2.1 -0.306
H -1.57041 -1.62642 0.02218 1.8 -4.2 -0.3 0.315
H -1.61871 -0.21144 1.24906 -1.4 -1.8 -3.2 0.273
H -3.11847 -0.74578 -0.16818 3.9 1.0 0.5 0.232
H 0.41197 2.35631 -0.25915 -0.3 2.0 0.0 0.406
```
Positions in Å, forces in eV/Å.

Calculated values
SMILES	COn1cnc(=O)o1
orbital gap	9.32	eV
DFT total energy	-451.716270	Ha

Computed, not measured: C3H4N2O3 as an isolated structure, with wB97M-V/def2-TZVPD.

The geometry in XYZ format:
```
12
Properties=species:S:1:pos:R:3:forces:R:3:mulliken_charge:R:1
C -0.80891 -0.30150 0.01455 -0.3 -0.3 -2.3 0.204
C -0.16346 -1.56229 -0.00026 -1.9 1.6 0.3 -0.252
C 0.24362 0.67301 -0.19981 -5.7 -0.4 2.1 0.261
H -2.86338 0.35674 0.47224 3.2 -2.1 -4.1 0.366
H -0.73649 -2.47259 0.11076 0.7 -0.3 -0.1 0.424
H 2.74932 0.62851 0.74514 0.6 -0.6 -4.7 0.394
H -1.12788 1.80733 -0.11449 0.8 0.9 0.2 0.354
N 1.13005 -1.42811 -0.06420 1.4 1.7 -0.4 -0.745
N 1.33444 -0.00602 -0.20381 0.0 -3.7 -0.6 0.584
O -2.18126 -0.07180 -0.44834 -0.9 2.2 5.4 -0.611
O 2.58387 0.41047 -0.35871 1.6 1.7 5.7 -0.473
O -0.15993 1.96623 0.04694 0.7 -0.6 -1.4 -0.505
```
Positions in Å, forces in eV/Å.

Calculated values
orbital gap	8.48	eV
DFT total energy	-451.746037	Ha

Computed, not measured: a 2-piece molecular cluster, C3H4N2O3 overall, with wB97M-V/def2-TZVPD.

The geometry in XYZ format:
```
12
Properties=species:S:1:pos:R:3:forces:R:3:mulliken_charge:R:1
C 0.54874 -0.74305 -2.09385 -0.3 -0.3 -1.9 -0.419
C -0.13036 -1.08961 -0.89634 -0.6 -1.5 -0.5 -0.196
N 0.03846 -0.15882 -0.02527 -1.2 -0.6 2.4 -0.380
O 0.76414 0.81071 -0.55367 0.8 0.8 -0.4 -0.150
C 1.08170 0.48319 -1.80652 -1.5 -1.9 0.5 -0.185
H 0.46210 -1.29015 -3.08645 0.5 1.0 1.6 0.283
H -0.77308 -1.99051 -0.67025 1.0 1.3 -0.2 0.388
H 1.47275 1.29103 -2.30271 1.3 1.2 -1.5 0.456
O -1.64758 0.65495 4.12188 0.5 -1.1 -2.3 -0.387
N -1.29237 0.27515 3.02137 -1.4 0.8 3.4 0.155
O -0.35203 1.07861 2.54592 -0.2 1.8 2.6 -0.263
H -0.17247 0.67851 1.74587 1.0 -1.5 -3.7 0.697
```
Positions in Å, forces in eV/Å.

Calculated values
SMILES	c1cnoc1.O=NO
orbital gap	10.72	eV
DFT total energy	-451.788136	Ha

Computed, not measured: one molecule with the formula C3H4N2O3, with wB97M-V/def2-TZVPD.

The geometry in XYZ format:
```
12
Properties=species:S:1:pos:R:3:forces:R:3:mulliken_charge:R:1
H -0.93018 2.60279 0.02613 -0.6 -2.1 0.3 0.303
N -1.16430 1.55486 -0.06862 -1.9 4.9 0.3 -0.507
C -0.16658 0.90805 -0.25567 2.4 -1.9 -1.4 0.417
O 1.17664 1.27892 -0.08269 -0.6 1.5 -0.5 -0.321
C 1.97017 0.20783 -0.16901 -0.3 -2.1 1.2 0.694
O 3.13316 0.06052 0.07139 -1.3 0.9 -0.7 -0.492
O 1.11838 -0.84408 -0.33415 0.6 -1.6 -1.1 -0.264
N -0.24859 -0.44944 -0.73542 2.3 1.6 2.4 -0.041
C -1.08303 -1.15455 0.23732 0.1 -3.2 0.1 -0.665
H -0.79516 -0.95062 1.33670 -0.5 -0.3 -1.8 0.285
H -2.14050 -0.92296 0.02093 0.6 0.0 0.2 0.343
H -0.87003 -2.29132 -0.04689 -0.8 2.3 1.0 0.247
```
Positions in Å, forces in eV/Å.

Calculated values
SMILES	[H]/N=c1\oc(=O)on1C
orbital gap	11.50	eV
DFT total energy	-451.877517	Ha

Computed, not measured: one molecule with the formula C3H4N2O4, with wB97M-V/def2-TZVPD.

The geometry in XYZ format:
```
13
Properties=species:S:1:pos:R:3:forces:R:3:mulliken_charge:R:1
O 1.46567 2.59272 0.34006 -2.3 -3.2 0.6 -0.556
C 0.76703 1.56414 0.30092 1.6 2.8 -2.3 0.530
N 1.19434 0.27809 0.46366 4.4 -0.4 2.1 -0.269
O 1.02080 -0.64476 -0.54559 -0.8 -1.0 -2.0 -0.250
C -0.06559 -1.60667 -0.65769 -0.1 1.2 4.4 -0.024
O -1.30533 -0.92431 -0.97039 3.2 -2.6 -1.3 -0.198
N -1.79348 -0.44027 0.15202 -1.0 3.7 3.9 -0.417
C -1.34607 0.72911 0.53733 -2.6 -2.4 -1.3 0.180
O -0.50542 1.52707 -0.16516 -0.3 1.0 0.3 -0.259
H 2.27488 0.35754 0.49890 -2.4 -0.4 0.5 0.342
H 0.06767 -2.50148 0.19670 -1.4 2.9 -1.3 0.236
H 0.16861 -2.12937 -1.47041 1.1 -1.6 -3.7 0.255
H -1.94309 1.19820 1.31964 0.6 -0.1 0.2 0.432
```
Positions in Å, forces in eV/Å.

Calculated values
SMILES	O=C1NOCO/N=C\O1
orbital gap	10.88	eV
DFT total energy	-526.991780	Ha

The records above give, respectively, energy relative to the best compared isomer or geometry (same formula, charge and spin) values of 72.13; 69.81; 128.50; 41.27; 113.46; 165.33; 146.66; 120.24; 64.15; 150.31 kcal per mole.
The records above give, respectively, molar mass values of 100.08; 132.14; 132.14; 132.14; 116.08; 116.08; 116.08; 116.08; 116.08; 132.07 g mol⁻¹.